# C53H48BHfN6O2P2S4

C53H48BHfN6O2P2S4 as an isolated structure (the ωB97M-V functional and the def2-TZVPD basis, OMol25).

Last column: Löwdin charge in e.
Positions of all 117 atoms, in Å:
Hf1 1.225 -0.309 -2.083  0.9801
S1 3.584 -2.048 -2.099  0.2335
P1 3.852 -0.831 -0.490  0.3919
C1 2.382 -0.064 -0.150  -0.7002
P2 1.865 1.412 0.518  0.4484
S2 1.215 2.600 -0.961  0.3880
C2 3.061 2.398 1.518  -0.2992
C3 3.207 1.985 2.840  -0.1029
C4 3.783 2.836 3.820  -0.0752
C5 4.337 4.032 3.395  -0.1117
C6 4.211 4.394 2.084  -0.1119
C7 3.509 3.682 1.144  -0.0952
C8 0.415 1.195 1.605  -0.3612
C9 0.275 -0.014 2.227  -0.0819
C10 -0.777 -0.236 3.162  -0.0338
C11 -1.728 0.802 3.412  -0.0517
C12 -1.602 1.999 2.670  -0.0916
C13 -0.543 2.177 1.780  -0.1025
C14 5.292 0.284 -0.666  -0.2975
C15 6.552 0.002 -0.012  -0.0627
C16 7.512 0.974 0.025  -0.0951
C17 7.250 2.209 -0.613  -0.0970
C18 6.034 2.464 -1.178  -0.0882
C19 5.042 1.491 -1.213  -0.1299
C20 4.445 -1.909 0.879  -0.3678
C21 4.220 -1.453 2.209  -0.0858
C22 4.511 -2.228 3.305  -0.1025
C23 5.077 -3.479 3.143  -0.1140
C24 5.342 -3.959 1.882  -0.0884
C25 5.028 -3.152 0.767  -0.1132
H1 2.854 1.027 3.231  0.0923
H2 3.967 2.356 4.807  0.1094
H3 4.747 4.766 4.112  0.1085
H4 4.622 5.325 1.655  0.1121
H5 3.320 3.925 0.133  0.0508
H6 1.027 -0.809 2.029  0.0837
H7 -0.791 -1.147 3.690  0.0626
H8 -2.477 0.688 4.179  0.0888
H9 -2.378 2.748 2.795  0.0797
H10 -0.499 3.063 1.134  0.0872
H11 6.740 -0.977 0.428  0.0990
H12 8.511 0.809 0.463  0.1049
H13 8.009 3.003 -0.603  0.1018
H14 5.808 3.437 -1.594  0.1076
H15 4.071 1.706 -1.664  0.0468
H16 3.942 -0.415 2.319  0.0719
H17 4.349 -1.809 4.286  0.1003
H18 5.390 -4.198 3.924  0.1080
H19 5.863 -4.903 1.696  0.1032
H20 5.285 -3.511 -0.259  0.0949
S3 0.671 -1.867 -4.133  0.5461
C26 -0.130 -3.201 -3.460  -0.8304
N1 -0.564 -4.197 -4.110  0.0196
N2 -1.381 -5.132 -3.449  -0.0108
C27 -2.703 -4.821 -3.069  -0.2563
C28 -3.259 -3.585 -2.773  -0.0466
C29 -4.508 -3.513 -2.224  -0.1208
C30 -5.318 -4.637 -2.014  -0.0859
C31 -4.737 -5.928 -2.276  -0.0933
C32 -3.480 -5.949 -2.827  -0.0725
N3 -0.412 -3.247 -2.014  0.0693
N4 0.179 -2.483 -1.246  -0.0354
C33 0.037 -2.901 0.122  -0.2232
C34 -1.220 -3.288 0.545  -0.0065
C35 -1.418 -3.570 1.910  -0.0833
C36 -0.398 -3.577 2.817  -0.1310
C37 0.907 -3.295 2.405  -0.0748
C38 1.080 -3.020 1.047  -0.0350
H21 -1.426 -5.888 -4.086  0.0969
H22 -2.668 -2.634 -2.830  0.1162
H23 -4.913 -2.513 -2.016  0.0956
H24 -6.287 -4.679 -1.544  0.0811
H25 -5.264 -6.819 -1.967  0.0903
H26 -2.996 -6.949 -2.990  0.1227
H27 -2.029 -3.286 -0.188  0.1037
H28 -2.467 -3.754 2.210  0.1128
H29 -0.600 -3.816 3.885  0.1136
H30 1.820 -3.388 3.002  0.1030
H31 2.014 -2.671 0.667  0.0597
C39 0.803 5.192 -5.591  -0.0378
C40 0.520 3.900 -4.858  -0.3395
C41 -0.744 3.421 -4.507  -0.0268
C42 -0.881 2.239 -3.814  -0.0811
N5 0.214 1.424 -3.653  -0.0956
C43 1.383 1.945 -4.041  -0.9000
S4 2.670 0.821 -3.896  0.5589
N6 1.564 3.174 -4.561  0.1058
H32 1.837 5.193 -6.097  0.1072
H33 0.678 6.027 -4.918  0.0675
H34 0.089 5.371 -6.399  0.0674
H35 -1.566 4.054 -4.719  0.0907
H36 -1.815 1.855 -3.439  0.1138
C44 -5.734 3.715 0.902  -0.0615
C45 -5.879 2.307 1.458  -0.5666
C46 -5.517 2.316 2.941  -0.0348
C47 -7.348 1.849 1.266  -0.0608
C48 -4.985 1.303 0.743  -0.1678
C49 -5.187 -0.074 0.629  -0.0159
C50 -4.263 -0.967 0.031  0.0111
C51 -3.118 -0.421 -0.411  -0.2076
O1 -2.075 -1.018 -1.044  0.0709
B1 -1.082 -0.047 -1.251  -0.5367
O2 -1.608 1.181 -0.808  0.0589
C52 -2.829 0.946 -0.272  -0.2020
C53 -3.721 1.781 0.303  0.0380
H37 -6.624 4.280 1.146  0.0752
H38 -5.648 3.680 -0.189  0.0950
H39 -4.865 4.237 1.332  0.0890
H40 -6.061 3.061 3.392  0.0459
H41 -4.420 2.492 3.105  0.0812
H42 -5.867 1.352 3.366  0.1017
H43 -8.024 2.571 1.750  0.0797
H44 -7.719 0.875 1.568  0.0672
H45 -7.467 1.902 0.161  0.1002
H46 -6.114 -0.481 0.979  0.0904
H47 -4.554 -1.988 -0.128  0.0932
H48 -3.508 2.807 0.450  0.1063

Force components x, y, z for each atom (eV/Å):
0.1 0.0 -0.3
-0.4 0.8 0.5
0.2 -0.9 -0.1
0.1 -0.3 -0.1
0.2 0.8 -1.1
0.2 -0.3 -0.2
-1.0 -0.1 0.8
0.5 0.7 1.3
0.6 -1.8 -0.6
-0.1 0.5 1.6
0.2 2.0 -2.1
-0.1 -2.8 1.1
0.5 -0.1 -0.2
-0.4 -1.4 1.5
-0.1 2.4 -0.9
2.0 -0.5 -1.1
0.1 -0.9 0.4
-0.7 0.9 -0.1
0.7 -1.7 1.8
-1.3 -0.2 -0.7
0.8 0.7 -0.6
0.9 0.2 0.8
-0.3 0.4 -0.5
-0.3 1.2 -0.6
-0.4 0.2 1.8
0.4 0.2 -1.4
0.1 0.4 0.4
0.6 -1.8 0.3
0.1 0.8 -1.4
0.5 -0.9 -1.4
-0.2 0.2 -0.5
-0.4 1.0 -0.5
0.1 -0.7 -0.4
0.0 -0.2 0.9
0.0 0.8 -0.9
-0.7 0.7 0.3
-0.2 -0.9 0.5
-0.3 -0.1 -0.1
0.3 0.1 -0.1
0.1 -0.3 0.4
-0.2 0.3 -0.1
-0.7 0.0 -0.1
-0.3 -0.4 0.0
0.1 0.1 -0.1
0.2 0.0 0.1
-0.4 -0.1 0.2
0.0 0.0 0.2
-0.5 1.0 0.1
-0.3 0.3 0.3
-0.4 0.2 0.9
0.4 0.6 -0.3
-0.8 0.8 2.0
-0.4 -0.3 -0.7
0.1 1.0 -0.1
0.1 -0.2 0.4
2.0 1.1 -0.1
-2.4 0.2 0.1
1.4 -1.7 0.0
-0.5 2.4 0.2
0.4 -2.2 0.0
0.4 -0.8 0.1
1.4 -0.1 -1.2
-0.9 -0.7 1.3
-0.4 0.2 0.7
-1.8 0.0 -1.3
0.9 -0.3 1.7
-0.2 -0.7 -1.3
0.2 1.3 -0.7
0.0 -0.9 -0.4
-0.6 -1.1 -0.2
0.2 -0.5 -0.1
-0.2 0.7 0.0
0.0 -0.1 -0.3
-0.4 1.0 0.1
0.1 -0.1 0.5
0.8 0.0 0.0
0.1 0.2 -0.9
-0.6 0.2 0.1
0.8 -0.2 0.0
0.7 -0.2 -1.0
0.3 -0.6 -0.1
-0.3 0.4 0.2
1.8 -0.9 -0.4
-1.4 1.2 0.5
-0.1 0.0 -0.5
0.7 0.1 0.1
1.1 -0.6 -0.1
-1.5 -0.1 1.2
0.3 0.3 0.3
-0.2 -0.2 0.1
-1.0 0.3 -0.1
-0.2 0.1 0.0
0.2 0.0 -0.3
-0.4 -1.6 0.2
1.3 -2.1 -0.7
-0.2 1.3 -1.1
1.9 -0.5 -0.2
-0.2 0.4 -0.1
-1.6 0.6 0.6
1.0 0.7 -0.4
-0.1 -0.3 -0.1
0.4 0.3 -0.1
-0.1 0.5 0.1
-0.1 -1.4 -0.3
-1.2 0.2 0.3
-0.2 0.3 0.1
0.1 0.2 0.1
-0.2 -0.2 -0.3
-1.2 1.9 1.3
-1.1 -0.3 -0.1
0.6 0.4 0.0
0.1 0.0 -0.3
0.7 -0.3 0.3
-0.5 0.0 0.6
-0.4 -0.3 0.1
0.2 -0.3 0.2
0.4 0.8 -0.1

As for the total charge: -1. The calculation puts the HOMO-LUMO gap at 6.887 eV.